1.
{"formula": "C20H28AlBe2Br5ClF10N2NaO7S", "method": "the ωB97M-V functional and the def2-TZVPD basis", "species": ["C", "C", "O", "C", "C", "O", "O", "N", "S", "C", "C", "C", "F", "Br", "C", "F", "F", "Br", "H", "H", "H", "H", "H", "H", "H", "H", "H", "H", "H", "Be", "Br", "Na", "C", "C", "O", "C", "O", "C", "F", "F", "F", "H", "H", "H", "H", "H", "Cl", "N", "C", "C", "C", "C", "H", "H", "H", "H", "H", "F", "Al", "F", "F", "F", "Br", "C", "C", "Br", "H", "H", "H", "H", "Be", "C", "C", "O", "O", "H", "H", "H"], "coordinates": [[0.81479, -2.93471, -1.52944], [-0.26514, -1.83728, -2.11348], [-0.65251, -0.84432, -1.11433], [-2.05060, -1.02508, -0.70219], [-2.09699, -0.69389, 0.84577], [-2.49372, -1.65096, 1.64551], [-1.77449, 0.54183, 1.37689], [-2.85202, -0.14046, -1.58502], [-1.93975, 1.19800, -2.21805], [-4.15486, 0.28086, -0.98344], [-5.12912, -0.91908, -0.53421], [-5.70867, -1.79740, -1.74026], [-6.82280, -2.56332, -1.18563], [-4.41584, -3.20808, -2.38785], [-6.31921, -0.95238, -2.96197], [-7.26531, -1.75678, -3.68279], [-7.03457, 0.23244, -2.53151], [-4.89456, -0.47018, -4.30201], [1.01532, -2.76993, -0.36922], [0.39337, -3.99072, -1.79668], [1.83664, -2.76021, -2.05662], [0.32433, -1.25643, -2.93285], [-1.14822, -2.33025, -2.66264], [-2.27655, -2.15561, -0.81004], [-1.87010, 0.92282, -3.60428], [-4.70382, 0.88975, -1.80931], [-4.04727, 1.03061, -0.09891], [-4.69025, -1.63372, 0.24647], [-6.04525, -0.41695, -0.02270], [-2.17712, -3.29716, 0.28050], [1.66633, -1.92389, 0.85880], [-4.18966, 1.80119, -4.43367], [3.92359, 1.39843, 3.69954], [4.16435, 0.74509, 2.35191], [5.40742, 1.18744, 1.77827], [6.52798, 0.65225, 2.31000], [6.53472, -0.15018, 3.21239], [7.76952, 1.17614, 1.59491], [7.76756, 2.52353, 1.47429], [7.87647, 0.67964, 0.34176], [8.91234, 0.85385, 2.23215], [3.96630, 2.48724, 3.60944], [2.95011, 1.11144, 4.10062], [4.68975, 1.11199, 4.42452], [3.37250, 1.04208, 1.65884], [4.13897, -0.34715, 2.41868], [-2.12618, -4.71238, 2.67863], [5.46801, 1.35277, 7.82632], [5.61280, 2.55221, 7.18146], [4.90053, 3.49758, 7.87885], [4.30874, 2.84573, 8.98883], [4.67854, 1.52374, 8.93228], [5.87902, 0.48050, 7.53324], [6.20756, 2.62882, 6.28334], [4.81600, 4.54290, 7.61928], [3.68198, 3.29404, 9.74608], [4.44764, 0.69202, 9.58110], [-0.65622, -2.72323, -5.64306], [0.01769, -1.09661, -5.89537], [-1.30118, 0.03456, -6.28597], [1.18526, -1.13443, -7.23014], [0.83011, -0.55824, -4.40457], [3.31546, 3.16893, -1.82986], [4.97677, 4.16790, -1.62428], [5.28426, 4.42456, -0.16936], [4.18153, 5.86637, 0.54221], [4.87439, 5.08013, -2.21264], [5.74513, 3.53568, -2.07364], [6.31316, 4.76838, -0.04867], [5.12007, 3.55446, 0.46704], [0.44603, -5.56618, -2.20738], [-10.61902, -2.67683, -4.54054], [-10.93099, -3.18789, -5.94765], [-11.61852, -2.41725, -6.65324], [-10.45478, -4.31548, -6.21007], [-11.05841, -1.69225, -4.36983], [-11.02140, -3.36914, -3.79788], [-9.53785, -2.60185, -4.40660]], "spin_multiplicity": 1, "e_homo_ev": -7.4974, "e_lumo_ev": -6.4029, "orbital_gap_ev": 1.1}



2.
{"formula": "C18H42CuF3N3O7", "method": "the ωB97M-V functional and the def2-TZVPD basis", "species": ["Cu", "C", "C", "O", "O", "H", "H", "H", "C", "O", "O", "C", "F", "F", "F", "C", "C", "H", "H", "H", "H", "H", "H", "C", "C", "C", "O", "C", "N", "H", "H", "H", "H", "H", "H", "H", "H", "H", "H", "H", "C", "C", "C", "O", "C", "N", "H", "H", "H", "H", "H", "H", "H", "H", "H", "H", "H", "C", "C", "C", "O", "C", "N", "H", "H", "H", "H", "H", "H", "H", "H", "H", "H", "H"], "coordinates": [[-0.39828, 0.51581, -0.35812], [3.42287, 1.53565, -2.29933], [2.13734, 0.96012, -1.63919], [1.06432, 1.56647, -1.72309], [2.21902, 0.00039, -0.88284], [3.55105, 2.57161, -1.98556], [3.40219, 1.43205, -3.38421], [4.31096, 1.03463, -1.91416], [-2.13878, -1.61222, 1.53316], [-0.96789, -2.26336, 1.10454], [-1.99668, -0.34512, 0.99319], [-3.45193, -2.56572, 1.40496], [-3.16203, -3.87121, 1.47539], [-4.36445, -2.26200, 2.30544], [-4.08992, -2.32676, 0.25990], [-0.43314, -3.45935, 1.67856], [1.12268, -3.47246, 1.56136], [1.41450, -2.65042, 2.21495], [1.52226, -4.45070, 1.82873], [1.24225, -3.19345, 0.51449], [-0.84816, -4.18560, 0.97969], [-0.78370, -3.66865, 2.68921], [-2.03740, -1.53742, 2.61585], [-2.57187, 4.29875, -0.06127], [-2.12538, 2.91953, -0.21651], [-1.84314, 2.77663, -1.70910], [-1.77573, 1.36373, -1.90287], [-2.89572, 0.62146, -2.37364], [-0.97094, 2.59348, 0.57787], [-2.48428, 4.78975, 0.90792], [-3.52439, 4.46359, -0.56489], [-1.89586, 4.97978, -0.57829], [-2.91245, 2.28924, 0.19743], [-0.88230, 3.21066, -1.98568], [-2.63311, 3.17095, -2.34829], [-2.49429, -0.16225, -3.01609], [-3.63383, 1.24946, -2.87255], [-3.31524, 0.18426, -1.46756], [-1.56435, 2.41624, 1.37571], [-0.51360, 3.40606, 0.96603], [1.90208, 0.81674, 4.02095], [1.18368, 1.54551, 2.90674], [2.01605, 2.64031, 2.23810], [2.03084, 3.45029, 3.42329], [2.89794, 4.56613, 3.26514], [0.94217, 0.59759, 1.83593], [1.60273, -0.22067, 4.17023], [1.89587, 1.30627, 4.99481], [2.89260, 0.55640, 3.64784], [0.24536, 1.97608, 3.25641], [1.22104, 2.94681, 1.55830], [2.86794, 2.40705, 1.59937], [3.02337, 4.98700, 4.26276], [2.73700, 5.26883, 2.44757], [3.82311, 4.02171, 3.07610], [1.77781, 0.07506, 1.61511], [0.41685, -0.15825, 2.25166], [0.49603, -0.93389, -3.81719], [-0.26474, -1.96055, -2.94352], [0.28000, -3.40157, -3.07531], [-0.39730, -4.08896, -2.02796], [0.37275, -5.29244, -1.60309], [-0.24655, -1.51470, -1.52704], [1.49459, -1.26985, -4.09666], [0.32739, 0.09467, -3.49822], [-0.07074, -0.84647, -4.74414], [-1.30700, -2.01633, -3.25766], [1.34360, -3.18397, -2.97790], [0.08890, -3.91978, -4.01503], [0.41565, -6.02858, -2.40581], [-0.01692, -5.56464, -0.62219], [1.42468, -5.08872, -1.40296], [-0.80595, -2.22182, -1.07190], [0.68858, -1.86887, -1.38490]], "s_squared": 0.752, "spin_multiplicity": 2, "e_homo_ev": [-8.5368, -8.4531], "e_lumo_ev": [0.5771, -1.0012], "orbital_gap_ev": [9.1, 7.5]}



3.
{"formula": "HIO4S", "method": "the ωB97M-V functional and the def2-TZVPD basis", "species": ["O", "O", "O", "O", "S", "I", "H"], "coordinates": [[1.52967, -1.25866, -0.53766], [-0.01027, -1.51219, 1.45572], [-1.06321, 1.04653, -0.49529], [-1.12290, -0.32253, -0.61239], [0.53781, -0.80486, 0.38731], [1.09541, 1.40326, 1.19906], [-0.96652, 1.44845, -1.39676]], "spin_multiplicity": 1, "e_above_lowest_kj_mol": 71.50, "e_homo_ev": -10.2500, "e_lumo_ev": -1.6852, "orbital_gap_ev": 8.6}



4.
{"formula": "C2H3N3O2", "method": "the ωB97M-V functional and the def2-TZVPD basis", "species": ["C", "C", "H", "H", "H", "N", "N", "N", "O", "O"], "coordinates": [[-1.38963, -0.17418, -0.00524], [0.91377, 0.91650, -0.03142], [-1.72300, -0.76758, 0.90708], [-1.83398, -0.61331, -0.91409], [-1.69380, 0.85596, 0.17215], [0.07501, -0.15484, -0.09852], [0.75772, -1.34706, -0.02919], [1.95435, -1.08286, 0.03473], [2.15245, 0.26229, -0.03689], [0.78711, 2.10508, 0.00139]], "smiles": "Cn1nnoc1=O", "spin_multiplicity": 1, "e_above_lowest_kj_mol": 244.39, "e_homo_ev": -10.5954, "e_lumo_ev": 0.7091, "orbital_gap_ev": 11.3}



5.
{"formula": "C7H7N", "method": "the ωB97M-V functional and the def2-TZVPD basis", "species": ["C", "C", "C", "C", "C", "C", "C", "H", "H", "H", "H", "H", "H", "H", "N"], "coordinates": [[-1.66617, 1.93758, -0.16108], [-1.55610, 0.68733, 0.09799], [-1.24605, -0.77872, 0.05320], [-0.03917, -1.09948, 0.88353], [0.79930, -0.88631, -0.42671], [1.53079, 0.33936, -0.40642], [2.27416, 1.23903, -0.04813], [-1.68584, 3.00314, -0.44667], [-2.21727, -1.24822, -0.01645], [0.02468, -2.10223, 1.35637], [0.09640, -0.46690, 1.78807], [1.45801, -1.78490, -0.70522], [-0.34081, 0.06647, -1.55724], [2.98142, 2.05372, 0.83865], [-0.41334, -0.95986, -1.24990]], "spin_multiplicity": 1, "e_above_lowest_kj_mol": 649.51, "e_homo_ev": -9.3112, "e_lumo_ev": 0.6888, "orbital_gap_ev": 10.0}



6.
{"formula": "C21H40F9N3O6", "method": "the ωB97M-V functional and the def2-TZVPD basis", "species": ["C", "C", "O", "C", "O", "N", "C", "C", "C", "F", "F", "C", "F", "F", "C", "F", "F", "C", "F", "F", "F", "H", "H", "H", "H", "H", "H", "H", "H", "H", "H", "C", "O", "C", "C", "N", "C", "C", "O", "C", "H", "H", "H", "H", "H", "H", "H", "H", "H", "H", "H", "H", "H", "H", "H", "C", "O", "C", "C", "N", "C", "C", "O", "C", "H", "H", "H", "H", "H", "H", "H", "H", "H", "H", "H", "H", "H", "H", "H"], "coordinates": [[-3.90118, -0.17088, -3.56128], [-3.91053, -1.73686, -3.22274], [-4.16176, -1.84429, -1.77750], [-3.50083, -3.00981, -1.31091], [-4.23225, -3.98097, -0.97185], [-2.05433, -3.16222, -1.18874], [-1.37759, -1.83057, -0.89406], [0.17595, -2.06257, -1.16960], [1.13295, -0.81933, -0.95362], [2.28419, -1.29006, -0.23133], [1.62721, -0.38847, -2.22927], [0.51554, 0.46221, -0.23948], [-0.50440, 1.10842, -1.00400], [1.57850, 1.43339, -0.20305], [0.04507, 0.26173, 1.27607], [-1.33806, 0.63115, 1.31692], [0.21653, -1.07006, 1.75756], [0.76863, 1.20400, 2.34881], [2.14471, 0.90290, 2.52783], [0.16992, 0.85919, 3.62101], [0.52810, 2.59058, 2.16667], [-4.66035, 0.34196, -2.85954], [-4.20638, 0.06637, -4.63835], [-2.88160, 0.25847, -3.27679], [-2.89229, -2.22120, -3.46425], [-4.72386, -2.28850, -3.81472], [-1.92432, -3.70196, -0.30980], [-1.75308, -1.05994, -1.65959], [-1.65557, -1.57688, 0.17876], [0.59375, -2.95234, -0.57494], [0.27445, -2.37454, -2.27188], [-2.30491, 8.52183, 5.38896], [-2.29357, 7.97541, 4.07923], [-1.07807, 7.28869, 3.77487], [-1.35769, 5.80275, 3.55788], [-1.72456, 5.14991, 4.81426], [-2.22599, 3.78843, 4.62844], [-3.56493, 3.62915, 3.89535], [-4.67655, 4.15742, 4.61014], [-4.93730, 5.53101, 4.36394], [-3.22907, 9.08890, 5.51156], [-2.28275, 7.72837, 6.14142], [-1.45871, 9.19986, 5.53380], [-0.31301, 7.44203, 4.54368], [-0.69890, 7.71417, 2.84067], [-0.46292, 5.32192, 3.15105], [-2.16466, 5.71772, 2.82115], [-2.44272, 5.69743, 5.27624], [-2.33797, 3.36186, 5.63085], [-1.46021, 3.19286, 4.12017], [-3.75594, 2.55469, 3.80536], [-3.53388, 4.01498, 2.87063], [-4.66869, 5.83169, 3.34776], [-4.41496, 6.15239, 5.09420], [-6.00750, 5.69977, 4.50071], [5.66259, -2.78687, -4.80556], [5.17622, -4.09449, -5.06844], [5.97900, -5.11551, -4.47288], [5.17102, -5.86358, -3.41435], [4.91674, -5.00858, -2.25377], [3.95696, -5.58037, -1.30749], [2.50789, -5.73624, -1.78841], [1.84630, -4.49717, -2.02457], [2.01610, -3.98433, -3.33970], [5.04141, -2.07750, -5.35469], [5.59463, -2.55385, -3.73909], [6.69634, -2.68151, -5.14735], [6.91064, -4.71811, -4.05591], [6.24521, -5.81569, -5.27056], [5.72615, -6.75088, -3.09567], [4.23171, -6.18833, -3.87637], [4.55823, -4.11578, -2.57551], [3.95220, -4.91943, -0.43415], [4.32992, -6.55045, -0.96231], [1.95068, -6.21877, -0.97873], [2.41859, -6.40297, -2.65243], [2.11737, -4.77596, -4.08633], [2.87772, -3.31496, -3.37658], [1.13472, -3.39079, -3.58781]], "smiles": "CCOC(=O)NCCC(F)(F)C(F)(F)C(F)(F)C(F)(F)F.COCCNCCOC.COCCNCCOC", "spin_multiplicity": 1, "e_homo_ev": -8.6033, "e_lumo_ev": 0.4305, "orbital_gap_ev": 9.0}